# 1
The following is a DFT calculation (the ωB97M-V functional and the def2-TZVPD basis) of C14H38N2O6Pd as an isolated structure at a distorted geometry.

Geometry as XYZ:
```
61
C14H38N2O6Pd the ωB97M-V functional and the def2-TZVPD basis
Pd 19.37672 -11.64265 -0.68270
C 22.13565 -12.81253 0.90767
O 21.10034 -11.83013 0.70726
H 21.88025 -13.64097 1.57398
H 22.64843 -13.21911 0.03922
H 22.92232 -12.29395 1.46772
H 21.24808 -11.19056 1.40600
C 22.09156 -12.31550 -2.76568
O 20.80326 -12.54680 -2.18473
H 22.06859 -12.39845 -3.85199
H 22.43717 -11.30977 -2.55920
H 22.79999 -13.02024 -2.33032
H 20.49796 -13.41809 -2.45093
C 19.71969 -15.13399 -0.66464
O 18.94751 -13.96642 -0.89806
C 17.62540 -14.29104 -1.31714
C 16.83020 -12.96728 -1.29689
N 17.55884 -11.86453 -1.95831
C 17.80784 -12.11671 -3.38688
C 18.36288 -10.86523 -4.04857
O 19.41412 -10.34852 -3.26046
C 20.02533 -9.23285 -3.85885
H 20.12271 -15.54765 -1.59977
H 19.19967 -15.92351 -0.11847
H 20.59093 -14.84316 -0.07187
H 17.13977 -14.96302 -0.60850
H 17.51986 -14.70232 -2.32319
H 16.55450 -12.70560 -0.27574
H 15.86288 -13.04597 -1.81187
H 16.87788 -11.10843 -1.92975
H 16.90309 -12.37588 -3.95161
H 18.43639 -12.99511 -3.52365
H 17.60222 -10.07830 -4.09124
H 18.60162 -11.11547 -5.08465
H 20.96632 -8.92258 -3.40478
H 19.34584 -8.37123 -3.79322
H 20.27784 -9.34142 -4.91922
C 18.27218 -13.47585 2.11143
O 18.43414 -12.29380 1.33507
C 17.68652 -11.23911 1.98129
C 18.16252 -9.87379 1.49951
N 18.20039 -9.73877 0.02999
C 18.82315 -8.45628 -0.34309
C 20.30597 -8.21006 -0.04461
O 21.13716 -9.10737 -0.73810
C 22.50722 -8.63329 -0.71775
H 18.67071 -13.37005 3.12532
H 18.80472 -14.29934 1.64369
H 17.22078 -13.74279 2.25663
H 18.01522 -11.25713 3.02189
H 16.61647 -11.37404 1.82331
H 19.08725 -9.57145 1.98129
H 17.45008 -9.11854 1.85858
H 17.26344 -9.63467 -0.34824
H 18.33661 -7.60192 0.14992
H 18.71641 -8.21284 -1.40168
H 20.51210 -8.24795 1.03200
H 20.52233 -7.17260 -0.31113
H 22.95643 -9.01550 -1.63074
H 22.98616 -9.01566 0.18025
H 22.50795 -7.55159 -0.84644
```

Values from the calculation:
net charge = +2
HOMO-LUMO gap (spin up / spin down) = 10.397 / 8.047 eV
HOMO level (spin up / spin down) = -15.37 / -15.65 eV
2S+1 = 3



# 2
The following is a DFT calculation (the ωB97M-V functional and the def2-TZVPD basis) of C25H29N5O6S2 as an isolated structure.

Geometry as XYZ:
```
67
C25H29N5O6S2 the ωB97M-V functional and the def2-TZVPD basis
C 3.31852 5.92514 0.76000
H 3.16149 6.08069 1.82896
O 3.76642 4.61832 0.47887
C 2.93438 3.54748 0.61875
C 3.39987 2.38008 0.02029
C 2.67018 1.21089 0.04232
C 1.43063 1.17960 0.66551
C 0.97628 2.32431 1.30409
C 1.70703 3.50534 1.30470
O 1.27505 4.63819 1.94568
C 0.00309 4.62722 2.54841
H -0.12745 5.62685 2.96102
H -0.05672 3.89172 3.35609
H -0.78597 4.43146 1.81561
H 0.03818 2.27968 1.82913
C 0.60161 -0.07315 0.54251
N -0.20422 -0.02435 -0.68625
C -0.25625 -1.15349 -1.43759
O 0.25983 -2.19792 -1.02375
C -0.89010 -1.14682 -2.74418
C -1.05616 -2.31163 -3.50756
N -0.77147 -3.55881 -3.12562
H -0.25614 -3.67411 -2.26479
H -0.88237 -4.28859 -3.81594
C -1.62417 -1.97906 -4.77857
N -1.85084 -0.69722 -4.97591
S -1.42963 0.20107 -3.70392
C -1.91303 -2.98086 -5.82322
O -1.68026 -4.17029 -5.67464
N -2.44802 -2.46320 -6.94569
H -2.60453 -1.47196 -7.00670
H -2.67061 -3.06739 -7.71803
C -1.01289 1.15647 -0.86556
C -0.27351 2.27089 -1.53977
C 0.80266 2.20906 -2.36709
C 1.25297 3.48163 -2.78679
C 0.50936 4.49212 -2.27687
S -0.75655 3.91086 -1.26814
H 0.61600 5.54749 -2.42920
H 2.09580 3.62936 -3.43704
H 1.27545 1.28847 -2.65710
H -1.33917 1.48950 0.12561
H -1.91920 0.90118 -1.42680
C -0.37287 -0.39972 1.68463
O -0.99361 0.43433 2.31941
N -0.54677 -1.72046 1.83680
H -0.03894 -2.37403 1.25522
C -1.41981 -2.29187 2.83050
H -1.85988 -1.46646 3.39426
H -2.21139 -2.86500 2.33638
C -0.62254 -3.21755 3.76588
H 0.16513 -2.62575 4.24872
C -1.52579 -3.92711 4.78164
H -0.97396 -4.12331 5.70107
H -2.41027 -3.34086 5.01855
C -1.84735 -5.23943 4.06887
H -2.67225 -5.10262 3.36928
C -0.54492 -5.50291 3.31547
H 0.16584 -6.05147 3.94931
O 0.00404 -4.23565 2.99638
H -0.68678 -6.05958 2.38603
H -2.09702 -6.04603 4.75367
H 1.27957 -0.92415 0.41700
H 3.05640 0.32842 -0.44520
H 4.35536 2.42796 -0.47734
H 2.39579 6.15677 0.22292
H 4.11650 6.58026 0.40972
```

Values from the calculation:
HOMO-LUMO gap = 7.769 eV
HOMO level = -7.85 eV
2S+1 = 1



# 3
The following is a DFT calculation (the ωB97M-V functional and the def2-TZVPD basis) of C30H78F2HgN5O18S2 as an isolated structure at a distorted geometry.

Geometry as XYZ:
```
136
C30H78F2HgN5O18S2 the ωB97M-V functional and the def2-TZVPD basis
Hg 9.95920 -11.04644 5.47741
N 7.93287 -11.11279 6.04630
S 7.01243 -11.63231 7.26816
O 6.22710 -12.76451 7.00218
O 6.51085 -10.55464 8.03268
F 8.15165 -12.18325 8.21962
S 6.82115 -10.29674 5.11934
O 6.92651 -8.89337 5.25592
O 5.54419 -10.84143 4.91191
F 7.57080 -10.53167 3.73280
C 8.64733 -15.94470 6.64364
C 8.90188 -15.53495 8.06108
O 9.98371 -14.60033 8.09204
O 9.77023 -16.60041 6.08679
H 8.38797 -15.04637 6.06508
H 7.73958 -16.55677 6.65290
H 9.05570 -16.39574 8.72124
H 8.03509 -15.04787 8.51968
H 10.10611 -14.31245 9.00143
H 9.46119 -17.42472 5.70380
C 6.15427 -5.44765 3.51511
C 7.51618 -5.56359 4.15054
O 8.23487 -6.66162 3.58903
O 6.23647 -4.78561 2.24563
H 5.44754 -4.90152 4.14023
H 5.67255 -6.40744 3.29614
H 7.41764 -5.67589 5.23774
H 8.03970 -4.60876 4.05947
H 8.32234 -7.31263 4.28740
H 6.90694 -5.23242 1.71876
C 11.29382 -10.81002 8.26169
C 12.38150 -11.50486 9.04908
O 13.54251 -10.73551 9.26548
O 11.63790 -10.65764 6.81432
H 11.02849 -9.83627 8.67667
H 10.37374 -11.39252 8.22950
H 12.59533 -12.45721 8.55048
H 11.91303 -11.71466 10.01338
H 14.10924 -10.83874 8.49565
H 12.54637 -10.34432 6.72483
C 7.29574 -9.03019 13.78143
O 7.89899 -10.30072 13.70817
C 7.13411 -11.17757 12.92959
C 7.69162 -12.58184 12.98323
N 6.80378 -13.52017 12.33540
C 6.70067 -13.41162 10.87718
C 5.93046 -14.59083 10.33524
O 6.59938 -15.76087 10.78494
C 5.77603 -16.90528 10.76051
H 6.84167 -8.75092 12.81945
H 8.04452 -8.27771 14.01485
H 6.46710 -9.01029 14.49824
H 7.01888 -10.82507 11.89029
H 6.09845 -11.20576 13.30244
H 7.66260 -12.87452 14.03548
H 8.72940 -12.62757 12.60944
H 6.99769 -14.48424 12.55897
H 7.75621 -13.48409 10.54276
H 6.26590 -12.45432 10.59445
H 5.98595 -14.55271 9.24117
H 4.88223 -14.56872 10.63880
H 6.26989 -17.74008 11.26539
H 5.66868 -17.28549 9.73631
H 4.84169 -16.72213 11.29399
C 4.22937 -7.58930 6.89136
O 3.12160 -8.43818 7.07910
C 2.90628 -8.86781 8.41119
C 1.81693 -9.91582 8.36878
N 2.10129 -11.10244 7.56233
C 3.17795 -11.91716 8.16346
C 3.20458 -13.24874 7.41612
O 3.62940 -14.29334 8.26848
C 2.86626 -15.46428 8.23087
H 5.06563 -7.90154 7.52564
H 3.94168 -6.53759 6.85173
H 4.63075 -7.79987 5.88893
H 2.57950 -8.01965 9.02652
H 3.83740 -9.27837 8.82479
H 0.88015 -9.46979 8.02667
H 1.58480 -10.29078 9.37062
H 2.52500 -10.75603 6.70251
H 2.98609 -12.08934 9.22258
H 4.15458 -11.43880 8.04194
H 3.81604 -13.21418 6.50458
H 2.20394 -13.38167 6.98555
H 1.85221 -15.32046 8.63418
H 3.31851 -16.11895 8.98152
H 2.76360 -15.99216 7.27914
C 8.43946 -8.67018 0.63517
O 7.58776 -9.64208 0.08049
C 6.26755 -9.54866 0.58150
C 5.39817 -8.46971 -0.03954
N 5.64961 -8.35383 -1.49390
C 4.65846 -7.54425 -2.17227
C 4.69921 -6.05510 -1.84672
O 5.81973 -5.44147 -2.42745
C 6.19460 -4.20610 -1.86096
H 8.06188 -7.65692 0.48334
H 9.40592 -8.76314 0.13117
H 8.69794 -8.83561 1.69117
H 6.34312 -9.33441 1.65698
H 5.81853 -10.53572 0.46400
H 5.76683 -7.53543 0.42752
H 4.32883 -8.46786 0.15728
H 6.56600 -7.92638 -1.55197
H 3.64754 -7.85194 -1.90645
H 4.88274 -7.61342 -3.23938
H 4.80456 -5.89862 -0.75926
H 3.75782 -5.58418 -2.16345
H 6.62454 -4.34834 -0.85865
H 5.29475 -3.60295 -1.68746
H 6.89465 -3.74114 -2.54412
C 6.45141 -13.71569 3.44481
O 7.24678 -13.88312 2.27139
C 6.86099 -12.94395 1.29666
C 7.67853 -13.26638 0.05142
N 9.10473 -13.17008 0.39849
C 9.99050 -13.60796 -0.67240
C 11.43215 -13.96052 -0.22238
O 11.43633 -14.40060 1.09919
C 12.75069 -14.51793 1.55930
H 6.98828 -12.90481 3.94171
H 6.47538 -14.64543 4.00515
H 5.43379 -13.39741 3.21502
H 7.20203 -11.93138 1.55679
H 5.79732 -12.98646 1.04739
H 7.45690 -12.57840 -0.77547
H 7.47088 -14.28326 -0.28623
H 9.24076 -12.16139 0.43031
H 10.08067 -12.77132 -1.38102
H 9.61813 -14.43472 -1.27937
H 12.00308 -13.02484 -0.37128
H 11.91161 -14.60990 -0.96531
H 13.29200 -13.56409 1.45804
H 13.35814 -15.23258 0.98660
H 12.81225 -14.83629 2.59874
```

Values from the calculation:
net charge = +1
HOMO-LUMO gap = 2.406 eV
HOMO level = -10.23 eV
2S+1 = 1



Across the entries above, energy takes the values -33860.5722; -67802.4864; -107941.0028 eV, respectively.